Here is a structure of composition CH6N2O3 at a distorted geometry from OMol25. Energies are from ωB97M-V with the def2-TZVPD basis set.

```
12
Properties=species:S:1:pos:R:3:forces:R:3:nbo_charge:R:1
C 1.66415 0.79320 -0.08197 -0.07 -0.23 -0.03 -0.285
N -0.58004 -0.52990 0.70417 3.27 2.44 0.70 0.296
N -1.03582 0.10966 -0.40758 -4.84 -2.54 0.05 -0.166
O 0.50848 0.87976 0.70409 -0.06 -0.78 0.82 -0.527
O 0.09837 -1.61896 0.34600 -0.13 0.16 -0.10 -0.473
O -2.53409 -0.67496 -0.21582 0.57 0.28 -3.05 -0.730
H 0.24247 -1.61226 -0.62452 -0.19 0.21 0.10 0.472
H -2.97378 -0.76353 0.64277 1.11 0.87 0.64 0.470
H -1.36940 1.05551 -0.23546 0.31 -0.28 0.78 0.402
H 2.40142 1.45978 0.37508 0.03 -0.14 0.02 0.205
H 1.49341 1.12590 -1.11316 0.00 -0.10 0.02 0.163
H 2.08485 -0.22419 -0.09362 -0.02 0.09 0.05 0.174
```
Positions in Å, forces in eV/Å.

Output
HOMO = -9.9406 eV
ΔE to the lowest compared entry with this formula, charge and spin = 164.2 kcal per mole
Kohn-Sham gap = 0.3637 hartree
LUMO level = -0.04 eV